i.
C4H14N6 | the ωB97M-V functional and the def2-TZVPD basis

XYZ file:
```
24
Properties=species:S:1:pos:R:3:nbo_charge:R:1
C -0.38 1.52 0.42 0.609
C 1.04 -0.46 0.33 0.140
C -0.22 -2.17 -1.08 0.405
C 2.53 -0.68 0.34 -0.645
N 0.85 0.93 0.29 -0.593
N 0.48 -1.07 -0.97 -0.532
N -1.36 0.64 0.58 -0.472
N -0.35 2.84 0.30 -0.768
N -0.56 -2.79 -2.16 -0.689
N -2.63 1.15 0.99 -0.535
H 0.44 -0.88 1.10 0.232
H -0.53 -2.63 -0.14 0.224
H 3.15 -0.07 -0.38 0.241
H 2.76 -1.69 0.30 0.251
H 2.88 -0.21 1.23 0.249
H 1.67 1.35 0.12 0.410
H 0.61 -0.44 -1.75 0.419
H 0.65 3.15 0.22 0.442
H -1.15 3.38 0.25 0.420
H -1.21 -3.56 -2.27 0.453
H -0.25 -2.47 -3.03 0.416
H -3.22 0.47 1.57 0.473
H -3.24 1.54 0.18 0.432
H -2.57 2.04 1.48 0.417
```

structure (SMILES) = C[C@H](NC=[NH2+])N/C(N)=N/[NH3+]
gap between HOMO and LUMO = 0.40359 hartree
total charge = +2
highest occupied orbital energy = -17.50 eV

ii.
C4H14N6 | the ωB97M-V functional and the def2-TZVPD basis

XYZ file:
```
24
Properties=species:S:1:pos:R:3:nbo_charge:R:1
C 2.34 -0.75 -0.06 0.081
C -1.43 -0.01 0.25 0.264
C 3.10 0.45 0.23 0.414
C -3.52 1.17 -0.78 -0.419
N 3.06 -1.74 -0.61 -0.668
N -1.03 -1.20 0.14 -0.736
N 3.87 0.55 1.31 -0.723
N 2.69 1.52 -0.48 -0.724
N -3.65 -0.44 0.90 -0.599
N -2.87 -0.01 -0.25 -0.285
H -3.68 1.93 -0.04 0.239
H -2.97 1.53 -1.54 0.232
H -4.52 1.02 -0.93 0.258
H 2.57 -2.55 -0.99 0.431
H 4.08 -1.61 -0.91 0.418
H -0.12 -1.56 0.55 0.458
H -1.52 -1.86 -0.42 0.384
H 4.51 1.33 1.30 0.432
H 4.16 -0.27 1.93 0.459
H 1.80 1.55 -1.13 0.465
H 3.10 2.39 -0.31 0.424
H -3.76 0.42 1.46 0.393
H -3.14 -1.14 1.43 0.388
H -3.06 -0.71 -1.05 0.414
```

gap between HOMO and LUMO = 0.36159 hartree
total charge = +2
highest occupied orbital energy = -16.89 eV

In order of decreasing stability: i, ii.

i.
C4H8N2O2 | the ωB97M-V functional and the def2-TZVPD basis

XYZ file:
```
16
Properties=species:S:1:pos:R:3:nbo_charge:R:1
C 0.53 -1.09 0.02 -0.270
C -0.92 -0.86 0.14 -0.433
C -1.29 0.54 0.85 -0.038
C 0.35 1.26 -0.70 0.057
H 0.72 -0.86 1.03 0.190
H 0.69 -2.37 -0.38 0.213
H -1.36 -1.19 -0.82 0.215
H -1.68 -1.78 0.81 0.204
H -1.26 0.32 1.84 0.196
H -2.35 1.02 0.15 0.155
H 0.97 2.19 -0.91 0.227
H -0.65 1.23 -1.39 0.175
N 2.55 0.07 -0.73 0.315
N 1.07 -0.07 -0.84 -0.423
O 2.91 0.15 0.38 -0.230
O -0.29 1.44 0.57 -0.554
```

gap between HOMO and LUMO = 0.34027 hartree
highest occupied orbital energy = -9.41 eV

ii.
C4H8N2O2 | the ωB97M-V functional and the def2-TZVPD basis

XYZ file:
```
16
Properties=species:S:1:pos:R:3:nbo_charge:R:1
C 1.19 -0.19 1.24 -0.427
C -0.86 -1.91 -0.07 -0.696
N -1.44 0.25 -1.04 -0.876
C 0.14 1.63 -0.21 0.941
C -0.57 -0.51 -0.49 0.570
O 0.26 2.04 -1.51 -0.708
N 0.47 0.20 0.05 -0.484
O 0.34 2.44 0.68 -0.607
H 0.55 2.96 -1.50 0.499
H -1.40 0.68 -1.96 0.421
H 2.08 -0.76 0.96 0.202
H 1.46 0.71 1.78 0.247
H 0.60 -0.80 1.93 0.198
H 0.05 -2.50 -0.03 0.223
H -1.56 -2.33 -0.78 0.250
H -1.31 -1.92 0.93 0.246
```

structure (SMILES) = [H]/N=C(/C)N(C)C(=O)O
gap between HOMO and LUMO = 0.32852 hartree
highest occupied orbital energy = -8.33 eV

In order of decreasing stability: ii, i.

i.
C4H8N2O2 | the ωB97M-V functional and the def2-TZVPD basis

XYZ file:
```
16
Properties=species:S:1:pos:R:3:nbo_charge:R:1
C -1.77 1.32 0.74 0.715
C -2.10 1.83 -0.34 -0.795
C -0.13 -1.44 -0.63 -0.313
C 1.41 -1.17 1.31 -0.429
N 1.47 0.32 -0.42 -0.130
N 0.87 -0.81 0.01 -0.094
O -1.42 0.78 1.71 -0.492
O 0.77 0.86 -1.62 -0.629
H -3.04 2.36 -0.51 0.267
H -1.54 1.38 -1.21 0.298
H -0.64 -2.20 -0.22 0.191
H -0.28 -1.12 -1.70 0.219
H 2.24 -0.52 1.35 0.241
H 0.68 -1.02 2.13 0.241
H 1.97 -2.10 1.27 0.220
H 1.49 1.52 -1.87 0.489
```

gap between HOMO and LUMO = 0.31185 hartree
highest occupied orbital energy = -7.55 eV

ii.
C4H8N2O2 | the ωB97M-V functional and the def2-TZVPD basis

XYZ file:
```
16
Properties=species:S:1:pos:R:3:nbo_charge:R:1
C 2.94 -0.22 0.07 0.296
C 3.65 0.08 1.28 -0.697
C -1.93 -1.49 0.74 -0.654
C -1.34 -0.13 0.74 -0.028
N 2.26 -0.39 -0.84 -0.354
N -1.04 0.60 -0.27 0.371
O -0.71 1.80 -0.31 -0.492
O -1.23 0.04 -1.56 -0.594
H 3.87 -1.04 1.66 0.247
H 4.58 0.56 1.09 0.258
H 2.95 0.46 1.90 0.250
H -1.65 -2.11 -0.03 0.238
H -1.57 -2.08 1.59 0.221
H -3.00 -1.40 0.88 0.227
H -1.42 0.45 1.67 0.210
H -0.48 0.10 -2.17 0.501
```

structure (SMILES) = C/C=[N+](/[O-])O.CC#N
gap between HOMO and LUMO = 0.34089 hartree
highest occupied orbital energy = -8.64 eV

iii.
C4H8N2O2 | the ωB97M-V functional and the def2-TZVPD basis

XYZ file:
```
16
Properties=species:S:1:pos:R:3:nbo_charge:R:1
C 2.57 0.48 0.16 0.633
C -0.79 -0.36 -0.54 0.429
C 1.63 -1.18 1.26 -0.228
C -2.41 1.11 0.41 -0.292
N 2.63 1.73 0.16 -0.753
N 0.17 0.51 -0.66 -0.741
O 2.66 -0.52 0.85 -0.397
O -2.09 -0.20 -0.20 -0.497
H 1.77 -2.22 1.50 0.173
H -0.55 -1.36 -0.82 0.176
H 0.71 -0.62 1.47 0.160
H -3.49 1.13 0.49 0.206
H -2.17 2.00 -0.27 0.193
H -2.09 1.24 1.45 0.201
H 2.63 2.30 -0.70 0.391
H 0.01 1.43 -0.38 0.348
```

gap between HOMO and LUMO (spin up / spin down) = 0.29367 / 0.26693 hartree
highest occupied orbital energy (spin up / spin down) = -7.26 / -6.52 eV

iv.
C4H8N2O2 | the ωB97M-V functional and the def2-TZVPD basis

XYZ file:
```
16
Properties=species:S:1:pos:R:3:nbo_charge:R:1
C 1.48 -0.54 -0.06 0.607
C 0.43 -1.62 0.05 -0.500
C -0.89 -0.94 0.48 -0.247
C -1.34 1.30 -0.43 -0.439
N 0.95 0.62 0.36 -0.042
N -0.71 0.50 0.59 -0.215
O 2.65 -0.67 -0.38 -0.628
O 1.41 1.89 0.09 -0.537
H 0.35 -2.09 -0.93 0.237
H 0.75 -2.38 0.76 0.240
H -1.69 -1.17 -0.23 0.201
H -1.19 -1.29 1.47 0.207
H -2.41 1.23 -0.26 0.214
H -1.03 2.33 -0.28 0.227
H -1.12 0.99 -1.46 0.176
H 2.36 1.84 0.24 0.497
```

structure (SMILES) = CN1CCC(=O)N1O
gap between HOMO and LUMO = 0.35946 hartree
highest occupied orbital energy = -8.88 eV

In order of decreasing stability: iv, ii, i, iii.

i.
C2H8N2S | the ωB97M-V functional and the def2-TZVPD basis

XYZ file:
```
13
Properties=species:S:1:pos:R:3:nbo_charge:R:1
C 1.22 3.14 1.51 -0.776
S 1.67 1.93 0.41 -0.673
H 2.17 3.85 1.76 0.165
H 0.64 3.93 1.12 0.181
H 0.76 2.76 2.52 0.174
N 0.11 -1.35 -0.59 -0.680
C -0.64 -2.01 -1.44 0.382
N -1.86 -2.51 -0.98 -0.755
H -0.24 -1.22 0.41 0.431
H 1.05 -0.96 -0.68 0.484
H -0.32 -2.31 -2.45 0.236
H -2.39 -3.19 -1.43 0.423
H -2.16 -2.05 -0.15 0.408
```

gap between HOMO and LUMO = 0.14646 hartree
highest occupied orbital energy = -5.13 eV

ii.
C2H8N2S | the ωB97M-V functional and the def2-TZVPD basis

XYZ file:
```
13
Properties=species:S:1:pos:R:3:nbo_charge:R:1
C 1.71 0.91 -0.58 -0.408
N 0.47 0.41 -0.03 -0.617
C 0.46 -0.47 1.00 0.299
N -0.58 -1.05 1.44 -0.758
H 1.57 1.79 -1.20 0.213
H 2.41 1.12 0.23 0.198
H 2.20 0.13 -1.17 0.180
H -0.33 0.55 -0.62 0.409
H 1.48 -0.68 1.36 0.139
H -0.32 -1.85 2.01 0.346
S -2.99 0.33 -0.71 -0.325
H -3.66 -0.44 -1.58 0.138
H -2.42 -0.75 -0.15 0.185
```

structure (SMILES) = [H]/N=C/NC.S
gap between HOMO and LUMO = 0.36002 hartree
highest occupied orbital energy = -8.83 eV

iii.
C2H8N2S | the ωB97M-V functional and the def2-TZVPD basis

XYZ file:
```
13
Properties=species:S:1:pos:R:3:nbo_charge:R:1
C 0.67 0.86 1.54 -0.407
N 0.31 -0.55 -1.79 -0.785
C 0.77 0.14 -0.74 0.352
N 0.20 0.08 0.40 -0.537
H -0.12 1.52 1.89 0.212
H 1.54 1.45 1.27 0.185
H 0.94 0.19 2.35 0.211
H -0.51 -1.14 -1.66 0.443
H 0.79 -0.51 -2.67 0.402
H 1.64 0.77 -0.90 0.171
H -0.93 -0.49 0.36 0.323
S -2.17 -1.59 0.19 -0.698
H -3.13 -0.75 -0.23 0.127
```

gap between HOMO and LUMO = 0.31118 hartree
highest occupied orbital energy = -7.88 eV

In order of decreasing stability: ii, iii, i.

i.
C2H8N2S | the ωB97M-V functional and the def2-TZVPD basis

XYZ file:
```
13
Properties=species:S:1:pos:R:3:nbo_charge:R:1
C -0.87 -0.59 -2.30 -0.726
S -1.56 0.15 -0.80 -0.343
H 0.19 -0.30 -2.35 0.199
H -1.33 -0.25 -3.22 0.207
H -0.86 -1.68 -2.28 0.203
N 0.57 1.29 0.75 -0.721
C 0.98 0.44 1.64 0.350
N 0.36 -0.76 1.83 -0.821
H 1.13 2.12 0.90 0.375
H -0.17 0.81 -0.29 0.293
H 1.89 0.60 2.22 0.173
H 0.07 -1.02 2.75 0.399
H -0.41 -0.81 1.15 0.414
```

gap between HOMO and LUMO = 0.30950 hartree
highest occupied orbital energy = -7.78 eV

ii.
C2H8N2S | the ωB97M-V functional and the def2-TZVPD basis

XYZ file:
```
13
Properties=species:S:1:pos:R:3:nbo_charge:R:1
C 0.66 -0.66 0.32 -0.115
C -0.01 -0.56 -0.82 -0.010
N -0.08 -1.68 -1.68 -0.819
N 0.73 0.43 1.28 -0.788
H 1.19 -1.55 0.64 0.187
H -0.46 0.40 -1.06 0.218
H -0.52 -1.42 -2.56 0.370
H -0.67 -2.40 -1.29 0.375
H 1.68 0.77 1.38 0.393
H 0.36 0.12 2.16 0.391
H -0.05 1.51 0.88 0.272
S -0.84 2.83 0.53 -0.597
H -1.99 2.21 0.21 0.123
```

structure (SMILES) = N/C=C/N.S
gap between HOMO and LUMO = 0.32401 hartree
highest occupied orbital energy = -8.12 eV

In order of decreasing stability: i, ii.